No. 1
A cluster of 13 separate species, H26O13 in total at a distorted geometry, computed with the ωB97M-V functional and the def2-TZVPD basis.

```
39
H26O13 | OMol25 | the ωB97M-V functional and the def2-TZVPD basis
H 3.15602 4.00744 -1.17150
H 1.35718 -3.64242 1.53695
H -3.19433 -0.90147 2.90622
O 2.52148 2.68199 2.12423
H 2.46430 3.27414 -0.03403
O -1.56891 4.34673 -0.51687
H -4.46294 -2.00181 -1.62035
H 3.60836 -2.10717 2.11181
H 1.06961 -0.16941 -1.13425
H -2.19245 1.93736 -3.47406
H 0.41876 -3.29712 -3.08780
O 0.51686 -0.90167 -1.42963
H -0.97827 -1.25322 1.23116
O -2.40652 1.54927 -2.61817
H -1.58970 1.11582 -2.34632
O 1.00512 -3.97679 0.70434
H 0.36885 -1.42074 -0.63110
O -4.31577 -2.15722 -0.68058
H 3.95120 -2.76473 0.78512
H 2.45288 0.74303 -0.25924
O -2.82753 -1.15320 3.76126
H -2.07622 5.03632 -0.07405
H 1.48422 -3.69770 -2.08063
H -0.93148 4.06136 0.14739
H -3.16070 -0.48107 4.36642
H 1.86205 2.69604 2.82705
H -2.70964 1.79211 1.05784
H -0.64524 0.18376 0.86478
H -3.85686 -3.00432 -0.65200
O -3.44467 1.68799 0.44313
H 2.60898 3.60654 1.86624
O 1.34379 -3.14946 -2.86083
O 3.23842 -2.30647 1.24440
H -3.56151 0.73356 0.37680
O -0.65428 -0.70994 0.50393
H 1.13984 -3.25111 0.08447
O 3.14916 3.16493 -0.70338
H 3.75391 1.45617 -0.58910
O 3.40076 0.59243 -0.34781
```

Calculated values
HOMO	-9.842	eV
HOMO-LUMO gap	9.28	eV
2S+1	1
ΔE to the lowest compared entry with this formula, charge and spin	98.00	kcal per mole
charge	0

=====

No. 2
An isolated molecule of C6H10OS at a distorted geometry, computed with the ωB97M-V functional and the def2-TZVPD basis.

```
18
C6H10OS | OMol25 | the ωB97M-V functional and the def2-TZVPD basis
H -3.35872 0.08726 -0.86122
H -1.63761 -1.79397 -0.67152
O 2.24130 -0.71103 -0.58024
S 0.47628 2.30997 -0.62094
C -0.08548 -0.48942 -0.26733
C 2.06313 0.28163 0.37173
H -2.12148 1.15636 0.00551
C 0.57680 0.76912 0.33654
H 2.84452 1.04888 0.20351
C -1.37238 -0.77702 -0.36039
H 2.14842 -0.14235 1.37789
H 1.09044 -2.25000 0.34002
H 0.49743 3.12200 0.44586
C -2.54620 0.13952 -0.03762
C 1.06632 -1.45911 -0.48763
H 1.04916 -2.03643 -1.45786
H 0.14331 0.92596 1.37709
H -3.07524 -0.18136 0.88663
```

Calculated values
HOMO	-8.906	eV
HOMO-LUMO gap	9.62	eV
2S+1	1
structure (SMILES)	C/C=C1/COC[C@H]1S
ΔE to the lowest compared entry with this formula, charge and spin	37.54	kcal per mole
charge	0

=====

No. 3
A cluster of 4 separate species, C4H19N3O3S in total at a distorted geometry, computed with the ωB97M-V functional and the def2-TZVPD basis.

```
30
C4H19N3O3S | OMol25 | the ωB97M-V functional and the def2-TZVPD basis
N -1.30926 0.84390 0.25696
H -2.08986 0.26865 0.49510
N 2.06301 -0.30582 -1.21198
H 0.58175 0.87270 -3.51161
O -0.59086 -2.24106 -2.35715
H 2.14326 -0.31154 -2.20205
O -0.16938 1.41709 -3.80663
H 0.99619 2.19297 -1.12111
C -0.34358 0.20156 2.51502
H 2.96826 0.55408 0.37341
H 0.27471 2.86330 0.93213
C 0.90669 1.83425 0.94400
H -1.25277 0.71799 -0.66805
H -3.84724 -1.41492 -0.51722
H 0.46111 0.73761 2.97404
N 1.57742 1.95630 -0.36719
H 1.73010 1.77351 1.72038
H -1.19503 -1.64153 -2.90487
H -2.88512 -1.86032 -1.70411
H -0.70843 -2.05889 -1.42546
H -1.38280 0.51168 2.68980
O -3.05196 -1.22254 -0.97812
H -0.85154 0.84616 -3.55983
H 0.18922 -1.51651 4.25210
C 2.55450 0.83384 -0.58957
S -0.28304 -1.47154 3.02715
H 3.39830 1.48168 -1.02195
C -0.07700 0.44151 1.00687
H 1.44872 -1.00082 -0.72015
H 0.48554 -0.42653 0.61773
```

Calculated values
HOMO (alpha / beta)	0.178 / -5.355	eV
HOMO-LUMO gap (alpha / beta)	2.45 / 7.95	eV
2S+1	2
charge	-1

=====

No. 4
A structure of composition C23H17CoF6N6O7SSb at a distorted geometry, computed with the ωB97M-V functional and the def2-TZVPD basis.

```
62
C23H17CoF6N6O7SSb | OMol25 | the ωB97M-V functional and the def2-TZVPD basis
O -5.65706 -2.54039 -4.24780
C -2.22063 -1.86438 -3.67632
N -0.57761 5.23903 3.44914
C -0.32098 4.37949 2.48218
H 0.45623 -5.71894 1.02170
Co 0.71127 0.03731 -0.37497
O -3.95738 -1.34613 0.86623
H 0.86334 1.85490 -2.86365
N -0.45609 6.29399 1.22866
H 0.39056 -0.80719 2.74872
O -1.23344 -0.39159 -0.48325
F 4.16543 0.98118 2.22830
O 0.84814 -0.80958 -2.06066
C 0.02558 4.20667 0.01467
C -1.90583 -0.88163 -1.47033
H 2.20106 -4.14545 0.16791
C 1.17869 -2.42632 0.52908
H -1.79545 -2.21065 -4.60710
F 2.61304 0.42161 0.19902
H 0.18875 -2.14351 0.14911
O -4.05050 0.66851 0.08787
H -0.02456 5.80375 -1.40828
H -0.54762 -4.36378 1.53917
C 0.24174 0.26776 2.73903
Sb 4.61944 0.40360 0.48311
O -3.94986 -2.89133 -5.51935
F 4.57486 2.19888 -0.09199
F 4.26283 -1.37706 1.05697
H -5.21391 -1.58775 -2.11441
C 0.00241 0.95093 3.92634
C -3.58569 -1.94792 -3.45968
H 2.00184 -1.70675 0.62440
C -0.25020 4.99178 1.19267
C 0.21383 2.82993 0.18395
C -0.12871 2.95869 2.64331
C -4.14585 -1.51095 -2.26201
H 0.51275 4.28075 -3.33245
C 0.12519 4.74101 -1.27220
H -0.25622 -4.64756 -0.18237
C -3.31627 -0.99541 -1.31222
H -0.39308 2.89640 4.76522
H -0.03604 0.41310 4.86250
H 2.97466 -3.14269 2.32568
C 1.43671 -3.79118 0.88918
F 6.45800 0.33450 0.81544
C 0.12409 2.19751 1.49330
C 0.11351 -1.29997 -3.00233
C -0.19041 2.31162 3.87818
N 0.49641 2.03989 -0.85689
F 4.75927 -0.18701 -1.29153
C 0.42188 3.90471 -2.32397
N 0.29309 0.86299 1.56195
N -4.45957 -2.49793 -4.48686
H 2.47029 -4.83098 2.49057
C 0.19631 -4.68411 0.80888
S -0.71474 6.69116 2.76764
C 2.12232 -3.82261 2.28355
C 0.61096 2.54693 -2.06918
N -3.82453 -0.51976 -0.01843
C -1.38466 -1.34526 -2.70443
O 0.51911 -1.73295 -4.06228
H 1.40334 -3.53984 3.05132
```

Calculated values
HOMO (alpha / beta)	-8.635 / -8.655	eV
HOMO-LUMO gap (alpha / beta)	4.18 / 4.21	eV
2S+1	2
charge	0

=====

Number 1: molar mass 234.19 Da. Number 2: molar mass 130.21 Da. Number 3: molar mass 189.28 Da. Number 4: molar mass 816.17 Da.